63
Properties=species:S:1:pos:R:3:forces:R:3:nbo_charge:R:1 method="wB97M-V/def2-TZVPD" total_charge=-1 molar_mass_da=759.6 multiplicity=1 max_force_ha_per_bohr=0.0236 energy_ev=-75602.289 e_homo_ev=-5.128 relative_energy_ev=0.000 orbital_gap_ev=7.338
Ir 0.170976 -0.459696 0.211765 0.291 0.021 0.775 1.32
N -0.908246 0.447478 -1.291534 0.067 -0.135 0.138 -0.72
C -0.206176 1.535126 -2.007164 0.021 0.021 -0.058 -0.22
C 1.203485 1.090918 -2.363674 -0.016 0.034 0.103 -0.54
C 2.122030 1.262512 -1.158729 -0.042 -0.268 -0.111 0.79
O 3.031430 2.065887 -1.170288 0.099 -0.009 -0.063 -0.63
O 1.878206 0.485501 -0.137933 -0.120 0.437 0.081 -0.65
H -1.208805 -0.289691 -1.928412 0.045 -0.003 -0.039 0.41
H -1.737159 0.826600 -0.844849 -0.152 0.038 -0.103 0.40
H -0.187585 2.391052 -1.331567 0.028 0.013 -0.013 0.22
H -0.773802 1.819211 -2.896399 -0.041 -0.059 0.007 0.19
H 1.600833 1.668231 -3.195195 0.006 0.074 0.054 0.23
H 1.186257 0.033904 -2.640381 0.022 0.068 -0.103 0.23
C -2.038224 -3.931472 -0.104787 -0.021 -0.026 0.024 -0.64
C -2.859117 -2.750881 -0.524950 0.059 0.125 0.097 0.01
C -3.772257 -2.858393 -1.562970 0.009 0.051 -0.027 -0.23
C -4.617567 -1.806785 -1.882573 -0.018 -0.038 -0.021 -0.03
Cl -5.732812 -1.987982 -3.212846 -0.007 0.007 -0.003 -0.03
C -4.607666 -0.638091 -1.153168 -0.003 0.036 0.018 -0.25
C -3.694447 -0.502942 -0.111448 0.088 0.042 -0.066 -0.30
C -2.796644 -1.526209 0.158422 -0.249 -0.261 0.153 0.28
O -1.826070 -1.415820 1.143589 0.324 0.365 -0.614 -0.51
C -2.092991 -0.469830 2.204331 -0.170 -0.042 0.212 -0.20
C -1.731557 0.983146 1.833814 0.247 -0.241 0.142 0.74
O -2.551147 1.874964 2.000338 -0.026 -0.018 0.068 -0.66
O -0.528235 1.113463 1.406020 -0.093 0.433 -0.330 -0.73
H -2.117614 -4.726715 -0.846477 0.004 0.011 0.012 0.21
H -2.395676 -4.309347 0.857241 0.002 0.011 -0.023 0.22
H -0.996708 -3.665550 0.025255 0.149 0.070 -0.026 0.28
H -3.830925 -3.782233 -2.122519 0.006 -0.018 -0.017 0.23
H -5.297258 0.161850 -1.384357 0.001 -0.004 0.002 0.23
H -3.685829 0.411684 0.470137 -0.014 -0.014 0.001 0.26
H -1.440525 -0.784000 3.018676 0.001 -0.005 0.008 0.24
H -3.137206 -0.551025 2.504281 0.013 -0.011 -0.052 0.20
O 2.616220 -2.846857 2.437858 0.025 0.035 -0.011 -0.82
Cl 1.297614 -2.328128 2.612119 0.234 0.108 0.058 2.55
O 1.254044 -0.965871 1.953733 -0.200 -0.554 -0.203 -0.84
O 1.001429 -2.107355 3.991254 -0.025 0.027 0.058 -0.83
O 0.323729 -3.173182 1.999403 -0.147 -0.045 -0.122 -0.83
N 0.381593 -1.932802 -1.080302 -1.047 -0.239 -0.562 -0.69
C 1.104290 -2.430405 -1.981964 0.740 0.058 0.473 0.27
C 0.478464 -3.350205 -2.996349 -0.036 -0.164 0.098 -0.11
C -0.693984 -2.985097 -3.646815 -0.005 0.069 -0.062 -0.19
C -1.316928 -3.844345 -4.540806 -0.013 -0.019 0.042 -0.22
C -0.772180 -5.096107 -4.789900 0.000 -0.024 0.006 -0.23
C 0.403908 -5.471897 -4.152512 -0.026 0.012 -0.021 -0.24
C 1.027638 -4.601714 -3.271320 0.007 0.023 0.044 -0.14
C 2.592549 -2.235057 -2.084923 -0.035 0.121 -0.061 -0.13
C 3.318835 -1.942425 -0.932716 0.048 -0.085 -0.009 -0.19
C 4.686542 -1.734141 -0.998540 -0.002 0.000 -0.007 -0.15
C 5.346696 -1.803564 -2.218247 0.005 0.002 0.012 -0.23
C 4.631390 -2.083582 -3.373749 -0.002 0.010 -0.016 -0.22
C 3.262861 -2.302890 -3.305489 -0.025 0.029 -0.022 -0.22
H -1.112890 -2.003109 -3.462649 -0.046 -0.023 0.083 0.20
H -2.232193 -3.539679 -5.034394 0.017 0.010 -0.012 0.21
H -1.260084 -5.774756 -5.478588 0.007 0.000 -0.004 0.21
H 0.835255 -6.447115 -4.342342 -0.004 -0.001 0.007 0.21
H 1.945112 -4.894848 -2.775069 0.000 -0.001 -0.005 0.21
H 2.809881 -1.876873 0.016817 0.013 -0.039 0.019 0.25
H 5.231138 -1.508905 -0.090684 0.006 0.004 -0.011 0.21
H 6.415607 -1.635847 -2.268916 -0.004 0.011 0.000 0.20
H 5.138004 -2.125525 -4.330438 -0.003 -0.008 0.000 0.20
H 2.706599 -2.516640 -4.211080 0.009 -0.021 0.004 0.21